Below is C25H37F6N7O6RhS2Si4 as an isolated structure in a non-equilibrium geometry, with properties calculated with ωB97M-V/def2-TZVPD.

```
88
Properties=species:S:1:pos:R:3:lowdin_spin:R:1
Rh -0.2808 -0.5744 0.3350 1.58
O -1.7575 3.7542 0.7444 0.13
C -1.5431 2.5525 0.5692 0.11
O -1.0226 1.8855 1.6464 0.06
C -1.8410 1.8389 -0.6314 0.21
C -2.2188 2.6424 -1.7397 0.00
C -2.5824 2.0833 -2.9118 0.14
C -2.6988 0.6472 -3.0017 0.04
C -3.1617 0.0068 -4.1515 0.02
C -3.3426 -1.3655 -4.1894 0.05
C -3.0705 -2.1125 -3.0469 0.03
C -2.5858 -1.4990 -1.9084 0.05
C -2.3562 -0.1211 -1.8651 0.03
N -1.8419 0.4467 -0.7092 0.27
H -2.1824 3.7143 -1.5987 0.00
H -2.8309 2.6901 -3.7753 0.01
H -3.3790 0.6149 -5.0246 0.00
H -3.7009 -1.8473 -5.0899 0.00
H -3.2289 -3.1860 -3.0485 0.00
H -2.3657 -2.0842 -1.0230 0.00
C -2.7755 3.3279 3.5206 0.00
Si -1.0323 3.0285 2.9573 0.00
C -0.1896 2.0341 4.3015 0.00
C -0.0926 4.6177 2.7484 0.00
Si 1.8688 -0.8656 1.2894 0.26
Si -1.4648 -1.8296 1.9211 0.03
C -3.0598 -0.9594 2.3139 0.01
C -1.9241 -3.5474 1.3326 0.00
C -0.5754 -2.1955 3.5194 0.02
Si 3.6721 0.2595 2.3224 0.03
C 3.6972 -0.2976 4.1043 0.01
C 3.5972 2.1173 2.2463 0.00
C 5.2328 -0.2998 1.4879 0.01
H -3.2148 4.1913 3.0166 0.00
H -2.7952 3.5048 4.6031 0.00
H -3.4064 2.4580 3.3093 0.00
H 0.3475 2.7039 4.9837 0.00
H 0.5325 1.3160 3.8985 0.00
H -0.9228 1.4788 4.8984 0.00
H -0.8042 5.4441 2.6533 0.00
H 0.5044 4.6028 1.8305 0.00
H 0.5678 4.8112 3.5999 0.00
H -3.5822 -0.6493 1.4028 0.00
H -2.8703 -0.0630 2.9142 0.00
H -3.7059 -1.6367 2.8818 0.00
H -2.4040 -3.5849 0.3476 0.00
H -2.6245 -3.9655 2.0636 0.00
H -1.0398 -4.1998 1.3161 0.00
H -0.2928 -1.2864 4.0548 0.00
H 0.3396 -2.7741 3.3368 0.01
H -1.2324 -2.7886 4.1700 0.00
H 2.9120 0.1959 4.6846 0.00
H 4.6646 -0.0541 4.5622 0.00
H 3.5467 -1.3812 4.1820 0.00
H 2.7369 2.4930 2.8060 0.00
H 3.4890 2.4550 1.2118 0.00
H 4.5055 2.5616 2.6678 0.00
H 5.3170 -1.3921 1.4798 0.00
H 6.1046 0.1172 2.0049 0.00
H 5.2442 0.0485 0.4510 0.00
N 0.1204 -2.7876 -2.3493 0.02
N 0.1888 -2.7096 -0.9204 0.12
H 0.9799 -3.2052 -2.6788 0.00
H 0.1087 -1.8400 -2.7003 0.00
H 1.1517 -2.8497 -0.6203 0.01
H -0.3558 -3.4742 -0.5570 0.00
N 2.5268 -2.3946 1.3208 0.17
C 2.7423 -3.5723 1.0564 0.40
C 2.8531 -4.8300 1.5993 0.08
C 2.6906 -4.9753 3.0241 0.02
N 2.5724 -5.0275 4.1712 0.01
C 3.1064 -5.9928 0.7989 0.01
N 3.2899 -6.9446 0.1729 0.00
F 1.9641 3.3349 -2.5762 0.00
C 2.2574 2.0879 -2.9577 0.00
F 3.5591 2.0368 -3.2086 0.00
F 1.5715 1.8051 -4.0491 0.00
S 1.7842 0.9435 -1.5378 0.01
O 1.5095 1.8383 -0.4487 0.01
O 0.6842 0.1457 -2.0473 0.01
N 3.0970 0.0901 -1.2410 0.03
S 3.3959 -1.1004 -2.3030 0.00
O 3.0164 -0.7427 -3.6450 0.00
O 3.0595 -2.4092 -1.8207 0.01
C 5.2296 -1.1133 -2.3111 0.00
F 5.6043 -1.8677 -3.3397 0.00
F 5.6962 -1.6396 -1.1843 0.00
F 5.7238 0.1133 -2.4613 0.00
```

The multiplicity is 5. Its energy relative to the best compared isomer or geometry (same formula, charge and spin) is 0.000 eV. Its charge is -1. As for the gap between HOMO and LUMO (alpha / beta): 5.29 / 5.85 eV. Its molar mass is 924.99 g mol⁻¹.

Below is C25H37N11O5SSbSr as an isolated structure in a non-equilibrium geometry, with properties calculated with ωB97M-V/def2-TZVPD.

```
81
Properties=species:S:1:pos:R:3:mulliken_charge:R:1
Sr 0.1996 0.1730 0.4586 1.86
O 2.3955 0.9448 0.8578 -0.60
N 2.6658 -0.1393 0.2307 -0.11
C 3.9174 -0.4837 0.1086 0.87
C 4.2059 -1.6726 -0.6393 -0.17
N 4.4381 -2.6132 -1.2587 -0.49
C 4.9517 0.3339 0.6885 -0.04
N 5.7849 0.9734 1.1553 -0.48
C 0.3256 6.3089 -0.5590 -1.29
C 0.0264 4.9532 -1.1896 0.42
C 1.1032 4.5924 -2.2160 -1.44
Sb -0.2438 3.3373 0.1801 0.62
C 0.8116 4.1068 1.8806 0.35
C 2.3068 4.2697 1.6348 -1.46
C 0.5548 3.1914 3.0771 -1.49
C -2.2499 3.7314 0.8437 1.03
C -2.4836 4.9971 1.6541 -1.44
C -3.2063 3.6657 -0.3430 -1.69
H 0.3422 7.0912 -1.3248 0.44
H 1.3071 6.3204 -0.0759 0.23
H -0.4015 6.6067 0.1964 0.21
H -0.9344 5.0156 -1.7107 0.23
H 2.0724 4.4243 -1.7373 0.31
H 1.2422 5.3941 -2.9475 0.42
H 0.8590 3.6794 -2.7624 0.32
H 0.3687 5.0872 2.0769 0.47
H 2.7955 3.3193 1.4223 0.20
H 2.7874 4.6873 2.5264 0.41
H 2.5314 4.9436 0.8032 0.28
H 1.0650 2.2300 2.9570 0.16
H -0.5069 2.9846 3.2393 0.30
H 0.9475 3.6304 3.9998 0.57
H -2.4391 2.8443 1.4549 -0.29
H -2.3248 5.9045 1.0670 0.22
H -1.8483 5.0693 2.5392 0.31
H -3.5237 5.0267 1.9966 0.47
H -3.0808 4.5149 -1.0218 0.46
H -4.2418 3.7002 0.0114 0.45
H -3.0915 2.7476 -0.9217 0.26
O -0.4735 -10.1183 3.0444 -0.69
S -1.5519 -9.4446 2.3478 1.19
O -2.1290 -8.3222 3.0565 -0.67
O -2.5091 -10.3243 1.7048 -0.69
C -0.7122 -8.6847 0.9240 0.05
N -0.2090 -9.5187 0.0027 -0.50
C 0.3943 -8.9533 -1.0283 -0.29
C 0.5271 -7.5787 -1.1794 -0.66
C -0.0095 -6.8134 -0.1618 0.46
N -0.6255 -7.3587 0.8824 -0.29
C 0.0330 -5.3110 -0.1524 1.31
C 0.7541 -4.5685 -1.0793 -0.78
C 0.7378 -3.1864 -0.9899 -0.80
N 0.0672 -2.5221 -0.0469 0.35
C -0.6225 -3.2484 0.8374 -0.57
C -0.6735 -4.6283 0.8296 -1.04
H 0.7918 -9.6213 -1.7876 0.40
H 1.0194 -7.1629 -2.0457 0.33
H 1.3458 -5.0334 -1.8544 0.27
H 1.3142 -2.5945 -1.6919 0.51
H -1.1690 -2.6944 1.5937 0.44
H -1.2398 -5.1735 1.5718 0.65
N 1.6009 -0.8782 6.1271 -0.65
N 0.8289 -0.7311 4.9545 1.32
N -0.4262 -0.3475 4.9929 -0.96
C -0.6959 -0.2939 3.6921 -0.38
N 0.3608 -0.6193 2.9397 0.30
N 1.3447 -0.9002 3.7882 -1.08
H 0.9983 -1.3858 6.7708 0.29
H 2.3627 -1.4946 5.8509 0.32
H -1.6462 -0.0080 3.2656 0.67
C -3.4908 -0.4171 -0.9040 -1.36
C -3.1911 -0.3203 0.5837 0.48
C -4.3332 0.3162 1.3587 -1.13
O -2.0048 0.3879 0.8025 -0.40
H -4.3483 -1.0634 -1.1166 0.43
H -2.6391 -0.8376 -1.4451 0.21
H -3.6989 0.5740 -1.3174 0.22
H -3.0902 -1.3596 0.9518 0.09
H -4.4783 1.3516 1.0333 0.06
H -4.1006 0.3438 2.4263 0.33
H -5.2876 -0.2061 1.2439 0.40
```

The multiplicity is 1. Its energy relative to the best compared isomer or geometry (same formula, charge and spin) is 0.565 eV. Its charge is -1. As for the gap between HOMO and LUMO: 6.99 eV. Its molar mass is 813.09 g mol⁻¹.

Below is C25H38AsBrN9O5SSi2Tl as an isolated structure in a non-equilibrium geometry, with properties calculated with ωB97M-V/def2-TZVPD.

```
83
Properties=species:S:1:pos:R:3:mulliken_charge:R:1
Tl -0.9207 -0.3007 0.5518 0.91
O -4.4186 -0.1566 3.9552 -0.57
C -3.3434 -0.1934 3.1222 0.15
O -2.9858 -1.2640 2.6732 -0.30
C -2.8613 1.2294 2.7757 0.74
C -3.7739 2.2636 2.9241 -0.69
C -3.3041 3.5529 2.7088 -0.67
C -1.9087 3.7589 2.4609 -0.80
C -1.1226 2.6491 2.2685 0.36
N -1.6030 1.3638 2.3906 -0.13
C 0.2724 2.7462 1.8809 0.60
O 0.8874 3.7938 2.4143 -0.49
O 0.8092 1.9891 1.0913 -0.37
H -4.6652 -1.0938 4.1874 0.40
H -4.8184 2.1081 3.2354 0.44
H -3.9550 4.4167 2.8005 0.45
H -1.5499 4.7273 2.1380 0.51
H 0.4777 4.2407 3.1551 0.36
O -7.4554 -0.2678 -2.3115 -0.52
C -6.3323 -0.3977 -1.5843 0.90
C -6.1929 -1.2574 -0.5144 -0.78
C -4.9269 -1.3338 0.0767 -0.63
N -3.8669 -0.7286 -0.4190 0.09
C -4.0483 0.1570 -1.4040 0.22
Br -2.5506 1.0866 -2.0343 -0.13
C -5.2515 0.3649 -2.0799 -0.59
H -8.2282 -0.6742 -1.9589 0.30
H -7.0357 -1.8509 -0.1331 0.29
H -4.6937 -2.0555 0.8780 0.42
H -5.4149 1.0049 -2.9415 0.48
N 0.6312 -2.1113 -0.8012 -0.28
N 1.4843 -1.5295 -1.6934 0.01
C 1.1811 -1.6316 -2.9933 0.24
N 2.0987 -1.1040 -3.8363 -0.30
S -0.2502 -2.2453 -3.4837 -0.52
H 1.0950 -2.6799 -0.1123 0.13
H -0.2739 -2.4580 -1.2373 0.09
H 2.3074 -1.0188 -1.3481 0.10
H 3.0738 -1.1119 -3.5501 0.11
H 2.0072 -1.3780 -4.8012 0.25
N -1.2486 -3.6467 3.9870 -0.07
C -0.6549 -2.6713 4.8102 -0.44
C 0.1629 -1.9101 4.0021 -0.61
N -0.0203 -2.3193 2.6830 -0.13
C -0.8365 -3.3734 2.7242 0.70
C -1.3272 -4.1855 1.5923 -0.51
N -1.4246 -3.7843 0.2847 0.15
C -2.3275 -4.6086 -0.3326 -0.51
C -2.6157 -5.6413 0.5332 -0.68
N -1.9716 -5.3983 1.7363 -0.15
H -1.9729 -4.2748 4.2787 0.25
H -0.8850 -2.6705 5.8691 0.42
H 0.7471 -1.0317 4.2305 0.42
H -2.5324 -4.4816 -1.3721 0.49
H -3.4132 -6.3674 0.4753 0.36
H -1.9419 -6.0517 2.5027 0.23
C 1.6631 2.1914 -2.4724 -0.47
Si 3.3802 2.7599 -3.0073 0.54
C 3.7266 4.2251 -1.9231 -0.76
C 2.9676 3.3289 -4.7856 -1.25
As 5.0894 1.0988 -3.1571 -0.40
Si 5.4469 0.6568 -1.0260 0.59
C 6.5646 1.8789 -0.0254 -1.16
C 6.4134 -0.9824 -0.9592 -1.24
C 3.8492 0.5427 0.1036 -0.63
H 0.9651 3.0543 -2.6491 0.32
H 1.5313 1.9198 -1.4274 -0.15
H 1.3060 1.4132 -3.1876 0.12
H 2.8085 4.3668 -1.2023 0.11
H 3.8891 5.0124 -2.6796 0.33
H 4.6208 4.1864 -1.2800 0.19
H 1.9376 3.7683 -4.8374 0.33
H 2.9850 2.5008 -5.5382 0.28
H 3.7541 3.9888 -5.2371 0.33
H 7.5593 2.0128 -0.5001 0.28
H 6.7746 1.5513 1.0203 0.34
H 6.0701 2.8587 0.0991 0.27
H 6.1138 -1.6874 -1.7591 0.28
H 6.0474 -1.4212 -0.0507 0.37
H 7.5064 -0.8144 -0.9116 0.31
H 3.4812 -0.5085 -0.0458 0.06
H 3.1076 1.2927 -0.1728 -0.18
H 4.1297 0.6113 1.1565 0.47
```

The multiplicity is 1. Its energy relative to the best compared isomer or geometry (same formula, charge and spin) is 0.000 eV. Its charge is 0. As for the gap between HOMO and LUMO: 3.07 eV. Its molar mass is 992.09 g mol⁻¹.

Below is C25H38GeN4O3PtS as an isolated structure in a non-equilibrium geometry, with properties calculated with ωB97M-V/def2-TZVPD.

```
73
Properties=species:S:1:pos:R:3:lowdin_spin:R:1
Pt -0.0829 0.0074 -0.9547 0.03
C -1.6549 -1.2657 2.3830 0.00
C -0.6061 -0.1765 2.4663 0.00
C 0.7645 -0.7452 2.7809 0.00
C -1.0190 0.8871 3.4742 0.03
O -0.5076 0.5187 1.1532 0.10
Ge -0.2568 2.3502 0.9423 0.42
O -0.8632 1.9134 -0.7989 0.10
C -1.3045 2.9548 -1.8014 0.00
C -0.9191 4.2986 -1.2076 0.03
C -2.8077 2.8689 -1.9842 0.00
C -0.5772 2.6968 -3.1059 0.00
O 1.4837 2.3913 0.7299 0.20
C 2.4190 3.4302 1.1789 0.01
C 1.7106 4.3715 2.1479 0.03
C 2.9242 4.1829 -0.0392 0.00
C 3.5558 2.7041 1.8839 0.01
H -1.7836 -1.7065 3.3707 0.00
H -2.6201 -0.8737 2.0580 0.00
H -1.3385 -2.0607 1.7075 0.00
H 0.7368 -1.2836 3.7282 0.00
H 1.0852 -1.4439 2.0036 0.00
H 1.5118 0.0451 2.8603 0.00
H -1.1342 0.4347 4.4590 0.00
H -0.2530 1.6652 3.5680 0.01
H -1.9731 1.3449 3.2029 0.01
H -1.4979 4.5179 -0.3025 0.01
H 0.1472 4.3417 -0.9784 0.00
H -1.1307 5.0935 -1.9222 0.00
H -3.3281 2.8141 -1.0251 0.00
H -3.1527 3.7709 -2.4886 0.00
H -3.0978 2.0239 -2.6119 0.00
H 0.4810 2.9592 -3.0378 0.00
H -0.6684 1.6482 -3.3988 0.00
H -1.0229 3.2979 -3.8972 0.00
H 0.8638 4.8644 1.6537 0.01
H 1.3535 3.8270 3.0275 0.00
H 2.3859 5.1536 2.4901 0.00
H 2.1517 4.8096 -0.4857 0.00
H 3.7481 4.8345 0.2495 0.00
H 3.2906 3.4885 -0.7980 0.00
H 3.1690 2.0033 2.6248 0.00
H 4.1673 2.1529 1.1681 0.00
H 4.1955 3.4209 2.3964 0.00
N 3.7894 -1.1301 -2.1798 0.00
C 2.5084 -1.0419 -1.8941 0.00
S 1.6082 0.3941 -2.3302 -0.01
N 1.8726 -2.0867 -1.3468 -0.01
N 0.6098 -1.8232 -1.0715 0.00
C -0.2362 -2.8543 -0.8428 0.00
C 0.1603 -4.2261 -0.7400 0.00
C -0.4313 -4.9977 0.2950 0.00
C -0.0885 -6.3189 0.4499 0.00
C 0.8069 -6.9107 -0.4446 0.00
C 1.3778 -6.1715 -1.4822 0.00
C 1.0885 -4.8342 -1.6186 0.00
C -1.6431 -2.4349 -0.7759 0.00
C -2.7251 -3.2977 -0.7935 0.00
C -4.0133 -2.7716 -0.8219 0.00
C -4.1840 -1.4011 -0.8434 0.00
C -3.0618 -0.5794 -0.8568 0.00
N -1.8382 -1.0937 -0.8398 0.00
H 4.2730 -0.4022 -2.6846 0.00
H 4.2936 -1.9850 -1.9824 0.00
H -1.0966 -4.5302 1.0099 0.00
H -0.5023 -6.8949 1.2660 0.00
H 1.0637 -7.9558 -0.3290 0.00
H 2.0409 -6.6538 -2.1869 0.00
H 1.5168 -4.2745 -2.4348 0.00
H -2.5602 -4.3650 -0.8203 0.00
H -4.8682 -3.4347 -0.8412 0.00
H -5.1684 -0.9533 -0.8590 0.00
H -3.1377 0.4970 -0.8716 0.00
```

The multiplicity is 2. Its energy relative to the best compared isomer or geometry (same formula, charge and spin) is 2.521 eV. Its charge is +3. As for the gap between HOMO and LUMO (alpha / beta): 4.66 / 4.67 eV. Its molar mass is 742.36 g mol⁻¹.

Q: Which formula does entry 1 have?
A: C25H37F6N7O6RhS2Si4